(1)
Below is the ion C3H8NS with charge -1, with properties calculated with ωB97M-V with the def2-TZVPD basis set.

Output
Net charge: -1
HOMO energy (eV): -2.375
LUMO (eV): 4.25
HOMO-LUMO gap (eV): 6.62
Energy relative to the best compared isomer or geometry (same formula, charge and spin) (kcal per mole): 4.0
SMILES: C[C@@H](N)C[S-]

Geometry (Å):
C  -0.9577  1.0010  0.1004
C  0.0023  -0.1058  0.4992
C  1.3799  -0.0144  -0.1669
S  1.3436  -0.0370  -1.9918
N  -0.5708  -1.4698  0.2560
H  -0.9721  1.2681  -0.9551
H  -1.9876  0.7337  0.3512
H  -0.7742  1.8820  0.7063
H  0.0887  -0.0530  1.5942
H  1.9615  -0.8671  0.1887
H  1.8888  0.8688  0.1988
H  0.0229  -1.8558  -0.4839
H  -1.4253  -1.3507  -0.2971

***

(2)
Below is the ion C3H8NS with charge -1, with properties calculated with ωB97M-V with the def2-TZVPD basis set.

Output
Net charge: -1
HOMO energy (eV): -2.344
LUMO (eV): 4.25
HOMO-LUMO gap (eV): 6.60
Energy relative to the best compared isomer or geometry (same formula, charge and spin) (kcal per mole): 5.2
SMILES: C[C@H](N)C[S-]

Geometry (Å):
C  -1.1508  0.7740  -0.0957
C  0.2983  0.3944  0.1374
C  0.4631  -0.9222  0.9155
S  -0.5716  -2.3299  0.4461
N  1.0723  0.3000  -1.1536
H  -1.6965  -0.1131  -0.4223
H  -1.2252  1.5142  -0.9046
H  -1.6277  1.2209  0.7783
H  0.8288  1.1744  0.6959
H  1.5183  -1.2133  0.8112
H  0.4099  -0.6539  1.9780
H  1.1920  -0.7032  -1.2447
H  0.4892  0.5576  -1.9418

***

(3)
Below is a cluster of 2 separate species, C3H8NS in total, with properties calculated with ωB97M-V with the def2-TZVPD basis set.

Output
Net charge: 0
HOMO energy (spin up / spin down) (eV): -8.423 / -8.410
LUMO (spin up / spin down) (eV): 0.82 / -2.14
HOMO-LUMO gap (spin up / spin down) (eV): 9.25 / 6.28
Energy relative to the best compared isomer or geometry (same formula, charge and spin) (kcal per mole): 46.8
Spin multiplicity: 2

Geometry (Å):
C  1.4995  -1.1344  1.2781
S  0.2746  -1.9135  0.0202
H  2.5189  -1.1787  0.8980
H  1.3270  -1.6510  2.2074
H  1.3401  -0.0646  1.4957
C  0.1861  2.6143  -0.6841
C  -0.9676  1.8858  -0.3871
N  -1.4962  0.7152  -0.5794
H  1.1080  2.0988  -0.9092
H  0.0394  3.5455  -0.1439
H  -1.6690  2.4587  0.2515
H  -1.5028  0.1732  -1.4749
H  -1.3894  0.0339  0.1667